Entry 1:
A 8-piece molecular cluster, C14H46N2O8 overall. Source: the OMol25 dataset; level of theory: ωB97M-V with the def2-TZVPD basis set.

Summary:
2S+1   1
HOMO energy   -9.07 eV
Calculated total energy   -34619.2391 eV
Frontier orbital gap   9.4 eV
Energy above the lowest of the compared OMol25 structures with the same formula, charge and spin   100.92 kcal/mol

Each line ends with the natural charge from an NBO analysis.
Cartesian coordinates (Å):
C1 5.058 2.598 5.807  -0.25
O1 4.115 2.734 4.728  -0.56
C2 4.606 2.345 3.456  -0.07
C3 3.584 2.006 2.397  -0.08
C4 2.445 2.962 2.101  -0.63
N1 2.937 0.697 2.747  -0.86
H1 5.955 3.203 5.673  0.17
H2 5.371 1.563 5.942  0.17
H3 4.541 2.942 6.703  0.20
H4 5.277 3.118 3.080  0.17
H5 5.189 1.443 3.642  0.18
H6 4.106 1.850 1.454  0.20
H7 1.643 2.611 1.453  0.21
H8 2.793 3.926 1.729  0.21
H9 1.954 3.171 3.052  0.21
H10 2.930 0.703 3.757  0.36
H11 2.005 0.733 2.360  0.39
C5 -5.111 -3.291 -4.960  -0.25
O2 -4.199 -2.478 -4.308  -0.54
C6 -3.970 -1.256 -4.946  -0.08
C7 -2.847 -0.385 -4.285  -0.05
C8 -1.437 -1.081 -4.215  -0.62
N2 -3.263 -0.190 -2.840  -0.84
H12 -4.907 -3.510 -6.008  0.16
H13 -6.130 -2.905 -4.992  0.17
H14 -5.036 -4.273 -4.494  0.19
H15 -3.585 -1.370 -5.959  0.16
H16 -4.885 -0.669 -5.029  0.16
H17 -2.705 0.582 -4.768  0.20
H18 -0.816 -0.512 -3.523  0.22
H19 -0.995 -1.270 -5.193  0.21
H20 -1.529 -2.070 -3.767  0.21
H21 -4.259 -0.019 -2.836  0.35
H22 -3.204 -1.080 -2.366  0.35
C9 0.191 -3.898 -0.716  -0.25
O3 -0.466 -3.871 -1.999  -0.74
H23 -0.121 -4.757 -0.122  0.16
H24 1.241 -4.139 -0.881  0.19
H25 0.040 -2.916 -0.268  0.17
H26 -1.413 -3.714 -1.966  0.47
C10 0.556 4.111 -0.691  -0.25
O4 0.789 3.175 -1.703  -0.73
H27 0.013 3.648 0.133  0.16
H28 1.512 4.296 -0.201  0.18
H29 0.129 5.008 -1.139  0.17
H30 -0.038 2.834 -2.052  0.47
C11 -3.606 0.505 0.809  -0.25
O5 -4.919 0.831 1.237  -0.73
H31 -3.398 1.023 -0.128  0.17
H32 -2.783 0.845 1.437  0.17
H33 -3.541 -0.551 0.546  0.17
H34 -5.140 1.742 1.031  0.47
C12 3.842 -0.944 -0.074  -0.26
O6 4.745 -0.783 1.042  -0.77
H35 3.465 0.024 -0.404  0.15
H36 4.175 -1.418 -0.997  0.18
H37 2.974 -1.423 0.380  0.18
H38 4.254 -0.351 1.744  0.49
C13 -0.017 0.152 -0.291  -0.25
O7 0.587 -0.392 0.878  -0.76
H39 -0.333 1.179 -0.109  0.16
H40 0.712 0.117 -1.100  0.18
H41 -0.877 -0.446 -0.594  0.17
H42 0.001 -1.080 1.202  0.49
C14 -1.146 -1.831 3.537  -0.26
O8 -1.594 -1.852 2.175  -0.75
H43 -0.284 -1.164 3.548  0.19
H44 -1.874 -1.577 4.307  0.18
H45 -0.882 -2.879 3.678  0.17
H46 -2.426 -2.330 2.154  0.48

Forces on the atoms, in the same order (eV/Å):
-0.68 0.13 -0.60
-0.38 0.08 0.39
0.80 0.19 0.40
-1.50 -1.18 -0.64
0.08 1.38 1.14
1.20 0.70 -0.01
0.03 0.18 -0.24
-0.06 -0.20 -0.07
0.03 -0.07 -0.08
0.17 0.15 -0.10
0.31 -0.25 -0.43
0.51 -0.01 0.08
0.50 -0.47 -0.27
0.07 0.06 -0.15
-0.13 0.16 0.16
-0.60 -0.35 0.19
-0.25 -0.55 0.24
-0.36 -1.13 -0.58
0.82 0.62 0.36
1.57 1.37 -0.98
-0.09 -2.04 2.29
-1.38 -0.14 0.05
0.41 0.62 -0.85
0.65 0.38 -0.34
-0.21 0.13 0.56
-0.45 0.13 0.31
-0.31 -0.60 -0.52
-0.28 0.13 0.17
-0.52 -0.04 -0.09
0.22 0.14 -0.42
0.14 0.47 0.02
-0.19 -0.06 0.08
-0.26 0.36 0.05
0.29 -0.30 -0.05
-0.58 -0.20 -0.91
0.74 -0.37 -0.28
-0.60 0.29 0.36
0.04 0.61 -0.33
0.32 -0.31 0.57
0.06 -0.02 0.58
0.42 -0.29 0.39
0.49 -0.74 -0.68
-0.83 0.35 -0.04
0.14 0.46 -0.48
-0.19 0.21 0.63
-0.10 0.09 0.08
0.10 0.93 -1.37
-0.03 -0.46 0.51
-0.03 -0.03 -0.37
-0.24 -0.40 0.71
-0.07 -0.01 0.53
0.27 -0.03 -0.05
-1.03 0.86 1.60
1.14 -0.57 -1.81
0.04 0.40 -0.05
0.76 -0.44 0.67
-0.26 -0.46 -0.74
-0.72 0.11 0.32
0.18 -0.36 0.07
0.04 0.14 0.00
-0.02 0.06 -0.08
-0.01 0.21 -0.06
-0.16 0.08 -0.05
-0.20 -0.07 0.20
0.39 -1.16 -0.67
-0.57 0.75 0.04
-0.07 -0.17 0.30
-0.24 0.42 -0.36
0.66 0.14 0.87
-0.05 -0.01 -0.18

***

Entry 2:
A 9-piece molecular cluster, C14H46O16 overall. Source: the OMol25 dataset; level of theory: ωB97M-V with the def2-TZVPD basis set.

Summary:
2S+1   1
HOMO energy   -9.96 eV
Calculated total energy   -48020.9457 eV
Frontier orbital gap   10.4 eV
Energy above the lowest of the compared OMol25 structures with the same formula, charge and spin   7.36 kcal/mol

Each line ends with the Mulliken charge.
Cartesian coordinates (Å):
O1 -4.525 1.045 1.142  -0.51
C1 -4.751 1.710 2.337  -0.49
C2 -3.481 1.686 3.264  -0.41
O2 -2.351 2.034 2.486  -0.67
H1 -4.730 0.089 1.249  0.30
H2 -4.918 2.730 2.052  0.26
H3 -5.697 1.436 2.873  0.41
H4 -3.430 0.726 3.824  0.11
H5 -3.521 2.474 3.969  0.47
H6 -1.925 1.174 2.311  0.58
O3 1.991 -3.153 -2.059  -0.51
C3 2.760 -2.131 -2.694  -0.77
C4 3.062 -1.131 -1.569  0.50
O4 3.895 -0.095 -1.902  -0.66
H7 1.070 -3.046 -2.237  0.31
H8 3.672 -2.540 -3.080  0.34
H9 2.178 -1.669 -3.470  0.28
H10 3.521 -1.812 -0.839  0.03
H11 2.087 -0.739 -1.176  -0.07
H12 3.380 0.634 -2.315  0.53
O5 0.686 -1.940 2.677  -0.58
C5 0.691 -2.926 1.614  0.15
C6 2.023 -3.767 1.707  -0.56
O6 1.989 -5.018 1.085  -0.56
H13 1.325 -1.220 2.569  0.33
H14 -0.131 -3.591 1.859  0.22
H15 0.695 -2.446 0.612  0.14
H16 2.223 -3.908 2.768  0.36
H17 2.916 -3.200 1.322  0.15
H18 1.900 -4.921 0.139  0.32
O7 0.010 2.476 -0.964  -0.16
C7 0.914 3.494 -1.454  -0.80
C8 2.328 3.022 -1.699  0.16
O8 2.268 1.922 -2.662  -0.65
H19 -0.875 2.837 -0.851  0.21
H20 0.623 3.907 -2.371  0.41
H21 0.962 4.347 -0.770  0.51
H22 2.700 2.693 -0.749  -0.20
H23 2.882 3.923 -2.133  0.34
H24 1.391 1.471 -2.427  0.28
O9 -3.916 -2.076 1.038  -0.54
C9 -3.047 -2.651 2.007  -0.52
C10 -2.435 -1.637 2.875  -0.31
O10 -1.686 -0.604 2.175  -0.49
H25 -3.341 -1.739 0.311  0.28
H26 -3.729 -3.300 2.529  0.39
H27 -2.362 -3.312 1.420  0.18
H28 -1.893 -2.009 3.699  0.39
H29 -3.327 -1.211 3.331  0.22
H30 -0.792 -0.974 2.251  0.36
O11 5.539 -0.036 0.716  -0.56
C11 4.817 1.078 1.164  -0.58
C12 3.363 0.817 1.302  0.29
O12 3.002 -0.144 2.313  -0.63
H31 5.327 -0.136 -0.210  0.34
H32 5.160 1.404 2.121  0.44
H33 4.918 1.964 0.470  0.25
H34 2.979 0.657 0.293  -0.27
H35 2.873 1.734 1.698  0.38
H36 3.479 -0.971 2.169  0.32
O13 -1.055 2.546 -3.962  -0.51
C13 -2.087 1.563 -3.722  0.35
C14 -1.535 0.181 -3.833  -0.95
O14 -0.433 -0.058 -2.946  -0.23
H37 -0.284 1.950 -4.105  0.31
H38 -2.489 1.782 -2.697  -0.17
H39 -2.920 1.654 -4.473  0.29
H40 -1.059 -0.064 -4.794  0.33
H41 -2.307 -0.602 -3.712  0.34
H42 -0.661 -0.326 -2.049  0.34
O15 -2.079 -0.413 -0.731  -0.75
H43 -1.830 -0.333 0.201  0.38
H44 -2.472 0.422 -1.044  0.32
O16 -2.889 2.804 -0.381  -0.64
H45 -2.854 2.406 0.500  0.20
H46 -3.778 3.055 -0.365  0.33

Forces on the atoms, in the same order (eV/Å):
-0.49 -1.81 -0.47
0.12 0.49 1.68
-1.21 -0.21 -0.81
0.28 -1.05 -0.09
0.40 0.66 -0.18
0.03 0.83 -0.07
0.79 -0.28 -0.32
0.42 0.54 -0.55
-0.65 0.70 1.05
0.14 0.30 -0.16
0.92 -0.79 0.18
-0.93 0.72 1.04
-1.24 -1.10 -0.07
1.15 0.83 -0.24
-0.81 0.29 -0.35
0.42 -0.33 -0.25
-0.14 0.22 -0.61
0.05 0.65 0.46
0.53 -0.49 -0.09
0.12 -0.15 0.14
-0.74 -0.23 -0.34
2.34 0.17 0.35
0.32 1.18 -0.04
-0.42 -0.44 0.39
0.47 -0.07 -0.40
-0.18 0.05 -0.49
-0.66 -0.30 0.47
-0.12 -0.30 0.07
-0.87 -0.02 0.15
0.08 0.24 -0.44
1.62 0.18 -0.37
-0.19 0.36 1.28
-1.00 0.22 -0.93
-1.34 -0.03 1.11
-0.20 0.25 -0.17
-1.17 0.35 -1.55
0.00 -0.10 0.31
0.93 -0.31 0.37
-0.43 -1.54 0.57
1.37 0.58 -0.63
0.49 0.98 -0.91
-0.03 -1.71 -2.36
-1.24 1.59 -0.10
-0.56 -1.30 0.32
-0.71 -0.08 0.48
0.18 -0.35 0.86
0.01 0.42 0.77
1.09 -0.71 0.72
0.11 0.74 0.05
0.72 0.22 0.01
0.27 -0.13 0.55
-0.03 1.09 -0.70
-1.30 1.04 0.68
0.00 -0.32 -0.66
-0.14 -0.14 -0.70
0.82 -0.03 0.72
0.02 -0.75 0.48
-0.47 -0.66 0.25
0.33 -0.33 -0.47
0.28 0.13 -0.16
0.18 -1.58 -0.37
-0.66 1.06 0.06
0.58 -1.79 0.48
0.86 0.08 -0.43
-0.28 1.18 0.14
0.13 -0.36 -0.83
0.68 0.16 0.65
-0.46 0.64 -0.17
0.05 0.46 0.18
-0.84 0.23 0.08
-0.08 -0.28 -0.42
-0.17 0.45 0.14
0.15 -0.16 0.67
1.97 -0.65 0.15
0.61 -0.26 0.42
-2.27 0.82 -0.61

***

Entry 3:
A 10-piece molecular cluster, C14H48N10O10 overall. Source: the OMol25 dataset; level of theory: ωB97M-V with the def2-TZVPD basis set.

Summary:
2S+1   1
HOMO energy   -8.96 eV
Calculated total energy   -50669.6124 eV
Frontier orbital gap   8.0 eV
Energy above the lowest of the compared OMol25 structures with the same formula, charge and spin   202.55 kcal/mol

Each line ends with the Mulliken charge.
Cartesian coordinates (Å):
N1 -0.328 1.454 -4.640  -0.17
C1 -0.782 0.251 -4.589  0.47
N2 0.016 -0.618 -4.081  -0.40
O1 -2.036 -0.087 -5.046  -0.73
H1 -0.990 2.115 -4.914  0.24
H2 0.603 1.724 -4.246  0.17
H3 -0.350 -1.571 -3.903  0.19
H4 1.014 -0.406 -3.930  0.42
N3 1.444 2.171 -1.983  -0.04
C2 2.331 1.818 -2.845  0.33
N4 3.280 2.716 -2.989  -0.39
O2 2.296 0.610 -3.497  -0.77
H5 0.662 1.407 -1.813  0.10
H6 1.371 3.085 -1.539  0.26
H7 4.142 2.471 -3.541  0.32
H8 3.393 3.556 -2.439  0.15
N5 -0.143 2.106 2.016  -0.33
C3 -1.345 2.341 2.445  0.28
N6 -1.601 1.573 3.489  -0.13
O3 -2.276 3.256 1.946  -0.74
H9 0.306 2.667 1.317  0.18
H10 0.492 1.487 2.554  0.21
H11 -2.553 1.345 3.770  0.36
H12 -0.877 0.843 3.697  0.06
N7 0.374 -1.868 2.645  -0.30
C4 -0.081 -1.011 3.495  0.52
N8 0.721 -0.027 3.713  -0.43
O4 -1.338 -1.134 3.950  -0.74
H13 -0.238 -2.793 2.499  0.36
H14 1.351 -2.008 2.462  -0.12
H15 0.649 0.566 4.532  0.26
H16 1.722 -0.125 3.275  -0.01
N9 -0.256 -0.160 0.563  1.95
C5 0.098 -0.469 -0.634  0.04
N10 -0.347 0.354 -1.507  1.58
O5 0.813 -1.662 -0.905  -0.98
H17 0.058 -0.832 1.267  -0.30
H18 -0.407 0.775 0.904  -0.77
H19 -0.319 0.028 -2.502  -0.45
H20 -1.001 1.144 -1.306  -0.66
C6 -3.223 -1.945 -1.483  -0.83
C7 -2.514 -2.822 -0.512  -0.16
O6 -2.475 -2.222 0.806  -0.59
H21 -3.027 -2.185 -2.544  0.37
H22 -2.963 -0.823 -1.436  0.01
H23 -4.278 -1.950 -1.327  0.41
H24 -1.523 -3.080 -0.828  -0.05
H25 -2.910 -3.767 -0.365  0.61
H26 -1.744 -1.630 0.751  -0.10
C8 -3.034 2.042 -2.767  -1.02
C9 -2.084 3.045 -2.248  -0.19
O7 -1.795 2.861 -0.909  -0.34
H27 -2.634 0.993 -2.835  0.05
H28 -3.408 2.277 -3.761  0.41
H29 -3.898 1.894 -2.138  0.35
H30 -2.536 4.034 -2.245  0.41
H31 -1.150 3.086 -2.826  0.29
H32 -1.261 3.603 -0.670  0.19
C10 3.355 -2.980 0.755  -0.66
C11 2.540 -4.238 0.574  -0.63
O8 1.155 -3.895 0.587  -0.52
H33 3.340 -2.678 1.764  -0.12
H34 3.059 -2.182 0.068  0.27
H35 4.362 -3.132 0.476  0.59
H36 2.839 -4.835 1.453  0.30
H37 2.876 -4.734 -0.325  0.36
H38 0.957 -3.203 -0.064  0.43
C12 3.938 -0.832 3.933  -1.31
C13 4.143 -0.251 2.564  -0.15
O9 2.851 -0.113 2.064  -0.43
H39 4.857 -1.121 4.450  0.37
H40 3.313 -1.731 3.965  0.24
H41 3.445 -0.156 4.598  0.43
H42 4.820 -0.857 1.922  0.28
H43 4.596 0.708 2.694  0.46
H44 2.936 0.646 1.420  0.22
C14 -3.754 0.506 0.912  -0.27
O10 -4.437 1.556 1.606  -0.63
H45 -2.998 0.153 1.630  0.08
H46 -3.204 0.899 0.057  0.16
H47 -4.507 -0.257 0.739  0.31
H48 -3.891 2.229 1.806  0.42

Forces on the atoms, in the same order (eV/Å):
2.49 3.11 0.45
-7.88 -2.77 -3.66
1.62 -4.48 1.55
5.45 1.74 2.27
-0.73 1.29 -0.59
-1.53 -0.59 -0.85
0.50 1.05 -0.55
-0.44 -0.08 0.12
-4.02 -0.73 2.22
1.04 -5.06 -2.56
4.50 0.57 -2.49
0.75 5.69 2.62
1.53 1.61 0.02
0.35 -0.49 -0.51
-1.69 0.26 0.77
-0.45 -0.36 0.06
4.32 0.51 -1.72
-7.36 4.83 -0.51
-0.18 -1.37 1.41
5.27 -4.36 2.01
-0.27 0.46 0.01
-0.85 0.66 -0.51
0.40 0.31 -0.23
-2.39 1.36 -0.23
-1.07 -6.43 -2.36
-8.29 -2.49 3.15
5.11 3.20 0.87
5.43 0.98 -1.38
1.78 2.92 0.28
0.23 0.03 -0.15
-0.09 -0.48 0.08
-2.31 0.53 0.97
0.51 -1.06 3.37
3.42 -7.44 -0.33
-1.69 2.15 -4.90
-3.40 5.85 0.64
-0.01 0.26 -0.20
-0.53 0.12 -0.45
-0.01 0.02 0.88
0.32 -1.16 0.50
0.33 1.95 -1.40
1.03 1.44 0.95
-0.52 -1.22 -0.57
-0.11 -0.26 0.44
0.07 -1.71 0.34
-0.86 -0.15 0.09
0.95 0.36 -0.31
-1.60 -1.74 0.08
0.62 0.96 0.26
-0.26 -2.20 -0.39
-0.26 1.58 -1.05
0.56 -1.81 1.31
0.00 1.03 -0.17
0.19 0.10 -0.09
-0.38 0.49 0.46
-0.24 0.33 -0.88
-0.16 -0.04 -0.19
0.25 0.69 0.90
-0.25 0.31 -1.57
0.06 1.18 0.57
0.29 -1.34 0.71
-0.15 0.63 1.21
-0.49 0.01 0.33
1.49 -0.55 -0.05
-0.88 -0.37 -0.44
-0.30 -0.41 -0.40
0.29 0.38 -0.15
0.79 -1.29 0.89
1.22 -1.18 1.10
-0.20 2.06 -2.48
0.11 0.12 -0.28
0.08 -0.05 -0.48
-0.29 0.81 0.31
-0.66 0.18 0.25
0.46 0.81 -0.08
-0.81 -1.41 0.64
0.35 1.17 1.97
-3.84 -3.91 -1.40
-0.14 -0.62 -0.45
-0.36 -0.22 -0.45
0.37 -0.08 -0.42
3.43 3.81 0.84